The following is a DFT calculation (ωB97M-V/def2-TZVPD) of a cluster of 3 separate species, CH7NO2 in total at a distorted geometry.

Computed properties:
electronic energy: -247.47651 Eh

Element x y z (Å)
O: -4.533 2.115 2.814
O: -0.181 0.117 -0.548
N: 2.550 -2.017 -1.644
C: 3.166 -1.027 -1.206
H: -4.416 2.484 1.957
H: 3.421 -0.087 -1.694
H: -4.224 2.830 3.393
H: -0.395 0.395 -1.418
H: 3.430 -0.857 -0.201
H: 2.336 -2.642 -0.863
H: 0.711 0.299 -0.557

natural (NBO) population analysis, charges in e, atoms 1 to 8: -0.93 -0.91 -0.57 -0.05 0.46 0.15 0.46 0.46


The following is a DFT calculation (ωB97M-V/def2-TZVPD) of a cluster of 2 separate species, CH7NO2 in total at a distorted geometry.

Computed properties:
electronic energy: -247.43974 Eh

Element x y z (Å)
O: 0.927 -0.667 0.018
O: -3.040 -0.340 -0.108
N: -1.804 0.296 -0.245
C: 2.068 0.178 -0.038
H: -1.124 -0.230 0.303
H: 1.001 -1.228 -0.778
H: 2.973 -0.396 -0.306
H: 1.942 0.976 -0.800
H: -3.238 -0.418 0.840
H: 2.213 0.597 0.976
H: -1.920 1.231 0.138

natural (NBO) population analysis, charges in e, atoms 1 to 8: -0.73 -0.58 -0.52 -0.25 0.35 0.47 0.17 0.17


The following is a DFT calculation (ωB97M-V/def2-TZVPD) of a cluster of 3 separate species, CH7NO2 in total at a distorted geometry.

Computed properties:
electronic energy: -247.45088 Eh

Element x y z (Å)
O: -0.265 -2.870 1.663
O: 1.646 0.033 1.587
N: -0.583 2.033 -1.488
C: -1.077 1.499 -2.526
H: -0.437 -3.604 2.261
H: 1.863 -0.891 1.436
H: -2.099 1.663 -2.901
H: -0.443 0.918 -3.209
H: 1.677 0.511 0.753
H: -0.686 3.047 -1.466
H: -0.226 -2.070 2.205

natural (NBO) population analysis, charges in e, atoms 1 to 8: -0.95 -0.96 -0.69 0.04 0.47 0.48 0.13 0.15


The following is a DFT calculation (ωB97M-V/def2-TZVPD) of a cluster of 3 separate species, CH7NO4 in total at a distorted geometry.

Computed properties:
electronic energy: -397.76287 Eh

Element x y z (Å)
O: 1.368 -0.535 -1.030
O: -0.948 0.895 0.976
O: -2.028 0.884 -1.060
O: 1.584 0.624 1.149
N: -1.305 -1.068 -0.124
C: -1.094 0.446 -0.338
H: 2.177 -0.860 -1.432
H: -1.960 -1.404 -0.830
H: -0.090 0.607 -0.801
H: -1.695 -1.235 0.800
H: 2.353 0.878 1.663
H: 1.606 -0.102 -0.140
H: 0.033 0.869 1.167

natural (NBO) population analysis, charges in e, atoms 1 to 8: -0.95 -0.58 -0.28 -1.09 -0.62 0.41 0.48 0.38


In the order shown, the computed LUMO energy values come out to 0.8043 0.8643 0.6241 -4.9966 eV.